Record 1
C15H9Cl7O3PdTe as an isolated structure. Source: the OMol25 dataset; level of theory: the ωB97M-V functional and the def2-TZVPD basis.

Calculated values
- Kohn-Sham gap (spin up / spin down): 0.212 / 0.217 Ha
- Energy above the lowest of the compared OMol25 structures with the same formula, charge and spin: 21.3 kcal per mole
- Strongest force on any atom: 2.4 eV/Å
- Net charge: 0

Each line ends with the Mulliken charge.
Cartesian coordinates (Å):
1 Pd 0.2442 0.2387 -0.0444  0.61
2 Cl 1.9199 -4.3414 5.7035  -0.23
3 C 1.2954 -3.2314 4.5288  0.20
4 C 0.0555 -2.6164 4.7632  -0.62
5 C -0.4438 -1.7205 3.8622  0.22
6 Cl -1.9597 -0.9537 4.1590  -0.20
7 C 0.2553 -1.3555 2.6628  0.36
8 O -0.2532 -0.4400 1.9278  -0.73
9 C 1.4896 -2.0426 2.4362  0.91
10 C 2.2577 -1.8940 1.2414  -0.24
11 O 2.0329 -1.1908 0.2572  -0.51
12 C 1.9885 -2.9587 3.3904  -0.98
13 H -0.5091 -2.8494 5.6554  0.44
14 H 3.1664 -2.5194 1.2063  0.29
15 H 2.9377 -3.4448 3.2016  0.37
16 Cl -0.2214 -2.0407 -6.7492  -0.19
17 C -0.4536 -1.8137 -5.0611  0.57
18 C -0.0560 -0.6306 -4.4511  -0.32
19 Cl 0.6682 0.6271 -5.3729  -0.19
20 C -0.2490 -0.4647 -3.0907  0.72
21 Cl 0.2593 0.9902 -2.2978  -0.14
22 C -0.8387 -1.4394 -2.2557  -0.02
23 O -1.0392 -1.2632 -0.9998  -0.87
24 C -1.2229 -2.6381 -2.9153  0.57
25 Cl -1.9384 -3.8588 -1.9464  -0.17
26 C -1.0380 -2.8171 -4.2763  -0.15
27 Cl -1.5203 -4.2876 -5.0188  -0.17
28 C 1.5904 4.1054 1.7428  -1.04
29 Te 1.4042 1.9534 1.7116  0.57
30 C 3.2019 1.7756 0.5284  -1.08
31 H 1.7042 4.5052 0.7390  0.33
32 H 2.4655 4.3419 2.3432  0.32
33 H 0.7021 4.5201 2.2130  0.33
34 H 4.0773 1.9376 1.1525  0.40
35 H 3.1630 2.5187 -0.2643  0.34
36 H 3.2278 0.7786 0.1005  0.33

***

Record 2
One molecule with the formula C15H9ClO6. Source: the OMol25 dataset; level of theory: the ωB97M-V functional and the def2-TZVPD basis.

Calculated values
- Kohn-Sham gap: 0.310 Ha
- Energy above the lowest of the compared OMol25 structures with the same formula, charge and spin: 34.4 kcal per mole
- SMILES string: O=c1oc2cc(O)cc(O)c2cc1Oc1ccc(Cl)cc1O
- Strongest force on any atom: 6.2 eV/Å
- Net charge: 0

Each line ends with the Mulliken charge.
Cartesian coordinates (Å):
1 O -1.4666 -1.2030 1.3876  -0.60
2 C -0.4223 -0.8210 0.8174  0.36
3 O 0.6504 -1.6413 0.7072  -0.35
4 C 1.9170 -1.1869 0.5970  0.08
5 C 2.9620 -2.0516 0.8071  -0.53
6 C 4.2873 -1.6831 0.5486  0.24
7 O 5.3411 -2.5394 0.9527  -0.53
8 C 4.6138 -0.3531 0.0981  -0.65
9 C 3.5142 0.5504 -0.0393  0.51
10 O 3.6416 1.8584 -0.3671  -0.53
11 C 2.1789 0.0886 0.0940  0.35
12 C 0.9667 0.9755 0.0803  -0.51
13 C -0.2869 0.5357 0.3462  0.70
14 O -1.2695 1.4733 0.1157  -0.52
15 C -2.5658 1.0315 -0.1701  0.46
16 C -3.4568 0.9273 0.8062  -0.07
17 C -4.7445 0.4211 0.6237  -0.59
18 C -5.1288 0.1743 -0.6813  0.36
19 Cl -6.6576 -0.5608 -0.9687  -0.22
20 C -4.2936 0.3540 -1.6349  -0.53
21 C -3.0064 0.8655 -1.4990  -0.18
22 O -2.0805 1.0537 -2.4945  -0.57
23 H 2.6315 -3.0116 1.3062  0.36
24 H 5.9979 -2.6632 0.2659  0.32
25 H 5.5962 0.0305 -0.0587  0.37
26 H 4.5094 2.1339 -0.0393  0.32
27 H 1.2567 2.0093 -0.2178  0.40
28 H -3.1499 1.2527 1.8320  0.30
29 H -5.4414 0.4068 1.4573  0.38
30 H -4.6975 -0.0640 -2.4942  0.49
31 H -1.3964 1.6364 -2.1783  0.36

***

| no. | calculated total energy (Eh) |
| --- | --- |
| 1 | -4419.90059 |
| 2 | -1488.57216 |